No. 1
A 3-piece molecular cluster, C36H73BN2O12 overall in a non-equilibrium geometry. Source: the OMol25 dataset; level of theory: ωB97M-V/def2-TZVPD.

Each line ends with the Löwdin charge.
Geometry (Å):
O1 0.4955 6.6280 -1.1587  -0.25
O2 2.6964 -3.3442 -2.4435  -0.13
O3 1.9679 -6.8299 1.1266  -0.24
O4 -0.7433 9.4525 5.4130  -0.21
O5 -3.1647 -1.4156 -3.7739  -0.01
O6 2.4506 -3.6716 3.8869  0.01
O7 1.8020 -3.4885 0.0916  -0.10
O8 0.4122 -4.4091 2.5092  0.08
O9 -2.8378 7.3521 4.6006  -0.13
O10 -1.6565 4.3065 -0.3452  -0.21
O11 -2.1308 6.2069 -2.7024  -0.13
O12 -0.6631 7.9237 2.5192  -0.20
N1 0.2234 -4.2290 -4.7749  -0.14
N2 -1.2751 -0.4526 -1.1108  -0.09
C1 -3.4769 -3.9822 -3.2075  -0.02
C2 -0.9910 10.7126 6.0077  -0.11
C3 3.8572 -5.0618 0.2237  -0.02
C4 2.9346 -6.3298 -4.0248  -0.22
C5 1.0234 -0.8809 0.0365  -0.15
C6 2.0491 -4.6634 4.8683  -0.22
C7 -0.4337 7.6199 -1.5916  -0.20
C8 -0.5129 -1.3223 -0.1727  -0.24
C9 -1.6052 7.1876 5.3055  -0.17
C10 -1.2486 8.3742 6.1952  -0.20
C11 1.4650 -6.0359 0.0192  -0.12
C12 1.2521 -3.1612 -4.5681  -0.21
C13 2.3901 -4.7235 -0.2895  -0.35
C14 -3.5234 -5.1292 -2.1579  -0.08
C15 -0.1133 -4.4232 -6.2119  -0.16
C16 3.3798 -5.8170 -2.5702  -0.15
C17 -1.5022 4.9236 -2.6858  -0.17
C18 -2.8336 8.2991 3.5302  -0.17
C19 1.8046 -7.4708 -3.7999  -0.13
C20 2.5456 -4.0866 6.3168  -0.08
C21 -3.2444 -2.4801 -2.8362  -0.19
C22 1.8220 -8.2448 0.8474  -0.11
C23 -2.7747 -0.6189 -0.9162  -0.18
C24 -1.8530 7.0607 -1.5911  -0.17
C25 1.5036 -2.7707 -3.0351  -0.18
C26 2.2262 -2.9280 1.3382  -0.19
C27 1.7850 6.8190 -1.7121  -0.10
C28 0.0732 6.9898 1.7458  -0.08
C29 -2.0647 7.8260 2.3007  -0.19
C30 -3.1392 -3.3123 -0.2709  -0.03
C31 -3.3735 -4.8058 -0.6426  -0.08
C32 -3.0691 -2.1547 -1.3327  -0.10
C33 -2.5756 3.9114 0.6562  -0.10
C34 1.4964 -1.4614 1.4517  -0.12
C35 2.4505 -4.6857 -1.9307  -0.23
C36 -2.0968 3.9666 -1.6572  -0.19
B1 1.6846 -3.7306 2.6758  -0.46
H1 -1.0589 -1.2546 0.8520  0.12
H2 -0.0912 -3.4573 -6.8259  0.09
H3 1.7117 -4.3181 7.0673  0.07
H4 2.4142 5.9822 -1.4041  0.09
H5 -2.0637 10.8538 6.1778  0.09
H6 0.8239 -2.2143 -5.0783  0.12
H7 0.3809 -5.7046 0.2651  0.15
H8 -2.5437 7.9032 -1.6953  0.13
H9 2.6233 -5.5107 -4.7530  0.08
H10 -3.3810 -5.5682 0.1991  0.08
H11 1.6556 -1.6234 -3.0123  0.13
H12 4.1807 -6.1525 0.0160  0.10
H13 1.0435 0.2751 0.1375  0.12
H14 0.5029 -5.1264 -4.3597  0.05
H15 -0.4209 5.0161 -2.5785  0.12
H16 -0.4428 10.8062 6.9491  0.09
H17 3.3522 -2.6738 1.4165  0.15
H18 0.6063 -1.5335 2.1830  0.11
H19 -2.4941 9.2777 3.8714  0.12
H20 -0.4932 -2.4300 -0.4593  0.11
H21 1.1218 7.0533 2.0418  0.10
H22 1.4015 -6.7264 -0.9062  0.11
H23 -1.6821 4.5006 -3.6789  0.13
H24 1.7039 -1.1290 -0.8416  0.10
H25 -3.5676 4.3321 0.4629  0.09
H26 1.7372 6.8254 -2.8060  0.09
H27 -2.9958 -2.9716 0.8158  0.10
H28 -1.0539 0.5438 -0.9078  0.09
H29 3.8237 -6.8837 -4.5191  0.11
H30 -0.7931 6.9306 4.6248  0.12
H31 -3.5805 -4.2086 -4.3279  0.09
H32 -3.6658 -6.2192 -2.4542  0.08
H33 -0.1850 7.9713 -2.5990  0.13
H34 -1.7578 6.3187 5.9534  0.13
H35 -2.3128 8.4653 1.4445  0.12
H36 2.1486 -8.2001 -2.9695  0.07
H37 -0.3697 8.4604 -0.8908  0.12
H38 -0.2749 5.9687 1.9332  0.09
H39 2.2444 -0.7458 1.9602  0.12
H40 2.2267 -3.3915 -5.1562  0.12
H41 -2.3511 6.7929 2.0731  0.11
H42 -2.0974 6.5715 -0.6477  0.11
H43 3.5343 -4.5597 6.6251  0.07
H44 -3.0609 -0.4149 0.1760  0.11
H45 -3.8835 8.4156 3.2434  0.13
H46 2.6320 -8.6373 0.1271  0.10
H47 -3.3353 0.1008 -1.6262  0.12
H48 2.6325 -5.6224 4.6623  0.13
H49 -0.0113 7.2272 0.6815  0.05
H50 0.5441 -2.9594 -2.4315  0.13
H51 -0.4620 8.0817 6.8999  0.13
H52 4.5965 -4.3857 -0.3526  0.11
H53 2.2242 7.7513 -1.3467  0.09
H54 1.3636 -4.9390 -2.2539  0.14
H55 1.6731 -8.1368 -4.7361  0.08
H56 3.3879 -6.7542 -1.8916  0.10
H57 -2.6319 2.8173 0.7085  0.08
H58 0.7884 -8.4599 0.4080  0.10
H59 0.9246 -4.8140 4.9742  0.12
H60 -1.2057 -4.8037 -6.2665  0.08
H61 4.4856 -5.4816 -2.6504  0.13
H62 1.9059 -8.8691 1.8120  0.10
H63 0.8213 -7.0213 -3.4335  0.06
H64 4.0218 -4.9427 1.3629  0.10
H65 -2.1377 8.6841 6.7558  0.12
H66 2.6001 -2.9412 6.1960  0.09
H67 -3.5500 -1.7097 -4.6277  0.11
H68 0.5158 -5.2229 -6.7475  0.08
H69 -1.7595 2.9440 -1.8652  0.12
H70 -3.1898 4.0038 -1.7223  0.13
H71 0.5363 -5.3764 2.6615  0.10
H72 -2.2228 4.2946 1.6149  0.08
H73 -0.6513 11.4867 5.3174  0.09

Results
Kohn-Sham gap: 8.677 eV
SMILES: CCC[C@H](OCCNC)[C@](C)(COC)O[C@@H](CCCNCc1ccccc1O)B(O)OCC.COCCOCCOC.COCCOCCOC
Total energy: -66731.46660 eV
LUMO: 0.5650 eV

No. 2
A 2-piece molecular cluster, C4H11N3 overall in a non-equilibrium geometry. Source: the OMol25 dataset; level of theory: ωB97M-V/def2-TZVPD.

Each line ends with the Mulliken spin population.
Geometry (Å):
N1 -0.5433 -2.6437 -1.9888  -0.29
N2 -1.4759 -0.6508 -0.9710  0.56
N3 1.0283 1.9066 2.4871  -0.13
C1 -0.3971 2.1159 2.2871  0.09
C2 1.7540 1.9083 1.4515  0.67
C3 -1.4648 -1.7588 -1.8548  0.46
C4 0.8276 -2.2343 -1.7479  1.08
H1 -0.5722 3.1089 1.8687  -0.01
H2 -0.7325 0.0217 -0.9636  -0.29
H3 -0.8935 2.1065 3.2594  -0.05
H4 -2.4288 -1.9517 -2.3167  -0.01
H5 -2.0063 -0.7610 -0.1033  -0.24
H6 1.4962 -3.0158 -2.1256  -0.18
H7 1.0543 -2.0804 -0.6888  -0.17
H8 2.8334 1.9437 1.5641  -0.17
H9 1.2883 1.8862 0.4584  -0.16
H10 1.0765 -1.2788 -2.2304  -0.27
H11 -0.8441 1.3776 1.6147  0.12

Results
Net charge: -1
Kohn-Sham gap (alpha / beta): 3.331 / 9.135 eV
Total energy: -8793.43516 eV
Multiplicity: 2
ΔE to the lowest compared entry with this formula, charge and spin: 2.037 eV
LUMO (alpha / beta): 4.2471 / 3.9947 eV

No. 3
C52H58CoN7O3P2S2 as an isolated structure. Source: the OMol25 dataset; level of theory: ωB97M-V/def2-TZVPD.

Each line ends with the Mulliken spin population.
Geometry (Å):
Co1 -0.0925 -0.5675 0.8421  0.98
S1 -1.7488 0.6867 0.0111  -0.05
S2 -1.0704 -2.3643 -0.6105  0.00
P1 1.0067 1.5813 1.7543  0.01
P2 -0.5668 0.0693 3.3698  -0.01
O1 2.3747 -2.1568 3.3653  0.00
O2 -0.3755 -3.6440 1.9099  0.00
O3 1.4362 -1.4871 1.4723  -0.01
N1 0.9015 0.6217 -1.8783  -0.01
N2 -3.2163 -2.2576 -2.1678  0.00
N3 0.7809 1.1579 3.3898  0.02
N4 1.6366 0.3827 -2.8928  0.00
N5 -3.3054 0.4934 -2.0994  -0.01
N6 2.4162 -0.6590 -2.5767  0.00
N7 1.1762 -0.2365 -0.8821  0.00
C1 -0.7955 -1.9352 5.2324  0.00
C2 -2.6728 2.5638 -3.2435  0.00
C3 -3.0904 -3.6887 -2.4766  0.00
C4 -2.5359 -0.1342 -1.2180  0.01
C5 1.8963 1.0195 4.3396  0.00
C6 1.6666 -4.4023 0.9825  0.00
C7 4.9861 0.6514 1.4650  0.00
C8 -2.3385 -1.6212 -1.3904  0.00
C9 1.0178 -3.7708 2.2093  0.00
C10 2.1208 -1.0351 -1.3275  0.00
C11 -0.2617 3.7544 0.5682  0.01
C12 -0.3045 5.9767 1.4789  0.00
C13 5.5006 1.7193 0.7404  0.00
C14 4.8121 -0.5814 -3.2621  0.00
C15 -2.5539 -3.8881 -3.8725  0.00
C16 -1.9980 1.1867 3.3607  0.00
C17 0.8990 4.2392 2.6176  0.00
C18 4.6634 2.7484 0.3450  0.00
C19 -1.5836 -4.1719 -6.4670  0.00
C20 0.4829 5.5559 2.5424  0.00
C21 -0.6257 -0.5682 5.0637  0.01
C22 4.8159 0.9423 -3.2978  0.00
C23 -4.3150 -1.5607 -2.8184  0.00
C24 -0.6682 5.0808 0.4863  0.00
C25 3.3190 2.7211 0.6900  0.00
C26 -0.9165 -1.6593 7.6089  0.00
C27 2.7942 1.6529 1.4202  0.00
C28 -3.3164 3.2627 -4.2550  0.00
C29 -0.5636 2.9396 -4.3405  0.00
C30 0.5189 3.3222 1.6375  0.01
C31 -2.8817 -4.5519 -6.1686  0.00
C32 -2.5865 3.8100 -5.3017  0.00
C33 -3.0597 3.3070 3.7666  0.00
C34 -0.9403 -2.4852 6.4986  0.00
C35 -0.6319 0.2575 6.1880  0.00
C36 -3.8270 -0.2071 -3.2664  0.00
C37 1.2198 -4.6504 3.4325  0.00
C38 -0.7683 -3.6535 -5.4700  0.00
C39 -4.3684 1.4361 3.0138  0.00
C40 1.6434 -2.3649 2.4080  0.01
C41 3.4153 -1.1505 -3.5173  0.00
C42 3.6408 0.6008 1.7898  0.00
C43 -1.2877 2.4010 -3.2907  0.00
C44 5.4036 -1.1105 -1.9622  0.00
C45 -3.3644 -4.4072 -4.8748  0.00
C46 -0.7639 -0.2862 7.4518  0.00
C47 -3.2266 0.6515 2.9818  0.00
C48 -1.9204 2.5178 3.7544  0.00
C49 -1.2483 -3.5136 -4.1790  0.00
C50 -1.2115 3.6491 -5.3447  0.00
C51 -3.4562 1.9529 -2.1078  0.00
C52 -4.2840 2.7652 3.4025  0.00
H1 -0.6096 -3.1149 -3.4002  0.00
H2 -5.1748 3.3798 3.4227  0.00
H3 0.7747 6.2618 3.3096  0.00
H4 -0.5444 3.0583 -0.2064  0.00
H5 -3.0404 -0.3094 -4.0205  0.00
H6 5.4190 -0.9546 -4.0936  0.00
H7 -3.2868 -0.3816 2.6554  0.00
H8 2.3062 0.0088 4.3388  0.00
H9 5.6389 -0.1515 1.7849  0.00
H10 -1.0239 -2.0801 8.6000  0.00
H11 -0.8007 -2.5807 4.3656  0.00
H12 -4.6229 -2.1563 -3.6761  0.00
H13 2.6809 3.5419 0.3928  0.00
H14 3.2511 -0.2466 2.3354  0.00
H15 2.6782 1.7225 4.0570  0.00
H16 -4.3780 -4.7135 -4.6405  0.00
H17 -3.0945 4.3595 -6.0832  0.00
H18 -0.7599 0.3608 8.3193  0.00
H19 -0.9661 2.9410 4.0340  0.00
H20 6.5540 1.7487 0.4915  0.00
H21 -0.6250 7.0091 1.4226  0.00
H22 1.5124 3.9126 3.4498  0.00
H23 0.7367 -4.2167 4.3089  0.00
H24 4.8217 -0.7806 -1.0988  0.00
H25 3.4153 -2.2392 -3.4526  0.00
H26 2.2771 -4.7385 3.6741  0.00
H27 5.8399 1.3153 -3.2886  0.00
H28 1.5751 1.2751 5.3477  0.00
H29 4.3082 1.3572 -2.4233  0.00
H30 0.5102 2.8067 -4.3732  0.00
H31 2.7525 -4.4140 1.0868  0.00
H32 -1.2035 -4.2822 -7.4740  0.00
H33 -1.0652 -3.5540 6.6140  0.00
H34 -2.4516 -4.1351 -1.7185  0.00
H35 -3.1196 2.3263 -1.1440  0.00
H36 1.3136 -5.4268 0.8676  0.00
H37 -0.6426 4.0731 -6.1617  0.00
H38 4.3201 1.3285 -4.1895  0.00
H39 2.5777 -1.8300 -0.7649  0.00
H40 -0.7731 1.8383 -2.5181  0.00
H41 -4.3927 3.3908 -4.2220  0.00
H42 -0.5532 1.3322 6.0746  0.00
H43 -3.5201 -4.9626 -6.9394  0.00
H44 0.2481 -3.3621 -5.7027  0.00
H45 -4.0849 -4.1316 -2.3859  0.00
H46 -5.1605 -1.4712 -2.1293  0.00
H47 3.0430 -0.8592 -4.4985  0.00
H48 -4.5220 2.1713 -2.1985  0.00
H49 0.8067 -5.6414 3.2422  0.00
H50 -4.6270 0.3956 -3.6914  0.00
H51 -1.2696 5.4087 -0.3522  0.00
H52 5.4570 -2.2011 -1.9542  0.00
H53 -0.8702 -3.6704 2.7335  0.00
H54 -2.9909 4.3459 4.0634  0.00
H55 6.4145 -0.7262 -1.8213  0.00
H56 5.0559 3.5845 -0.2195  0.00
H57 -5.3242 1.0109 2.7346  0.00
H58 1.4061 -3.8401 0.0852  0.00

Results
Net charge: +1
Kohn-Sham gap (alpha / beta): 6.479 / 6.985 eV
Total energy: -149310.80127 eV
Multiplicity: 2
ΔE to the lowest compared entry with this formula, charge and spin: 0.000 eV
LUMO (alpha / beta): -3.4175 / -3.4023 eV

Q: The lowest total energy belongs to which entry?
A: C52H58CoN7O3P2S2

Q: Which of these has the highest total energy?
A: C4H11N3